Entry 1:
{
  "formula": "C41H68Cl4F3N7O7",
  "method": "the ωB97M-V functional and the def2-TZVPD basis",
  "elements": ["C", "C", "O", "N", "C", "H", "H", "H", "H", "H", "H", "H", "C", "C", "O", "N", "C", "H", "H", "H", "H", "H", "H", "H", "C", "C", "O", "N", "C", "H", "H", "H", "H", "H", "H", "H", "C", "C", "O", "N", "C", "H", "H", "H", "H", "H", "H", "H", "C", "C", "O", "N", "C", "H", "H", "H", "H", "H", "H", "H", "C", "C", "O", "N", "C", "H", "H", "H", "H", "H", "H", "H", "C", "C", "O", "N", "C", "H", "H", "H", "H", "H", "H", "H", "C", "Cl", "Cl", "H", "H", "C", "Cl", "Cl", "H", "H", "F", "C", "C", "C", "C", "C", "C", "H", "H", "H", "H", "H", "F", "C", "C", "C", "C", "C", "C", "H", "H", "H", "H", "H", "F", "C", "C", "C", "C", "C", "C", "H", "H", "H", "H", "H"],
  "positions_angstrom": [[-6.771, 9.108, 3.097], [-6.367, 7.984, 2.149], [-5.564, 8.236, 1.262], [-6.927, 6.740, 2.222], [-6.449, 5.552, 1.529], [-7.800, 9.385, 2.869], [-6.044, 9.919, 3.137], [-6.864, 8.633, 4.073], [-7.649, 6.673, 2.924], [-6.191, 4.816, 2.290], [-5.543, 5.791, 0.972], [-7.261, 5.133, 0.934], [6.446, 2.438, -8.164], [6.108, 1.050, -8.754], [5.218, 0.290, -8.340], [6.817, 0.705, -9.766], [6.790, -0.605, -10.379], [7.514, 2.604, -8.025], [5.935, 2.698, -7.236], [6.258, 3.154, -8.964], [7.462, 1.449, -9.989], [5.769, -0.979, -10.460], [7.382, -1.281, -9.761], [7.215, -0.587, -11.382], [-7.867, -3.158, 4.095], [-8.448, -1.776, 4.281], [-9.570, -1.522, 3.877], [-7.626, -0.729, 4.723], [-6.241, -0.764, 5.074], [-7.563, -3.562, 5.061], [-7.050, -3.235, 3.378], [-8.708, -3.765, 3.757], [-8.082, 0.172, 4.726], [-6.039, -1.744, 5.508], [-6.134, -0.014, 5.857], [-5.573, -0.534, 4.244], [-4.130, 1.489, -10.666], [-2.698, 1.346, -10.171], [-2.160, 0.254, -9.863], [-2.063, 2.530, -9.995], [-0.767, 2.654, -9.356], [-4.620, 1.985, -9.828], [-4.612, 0.511, -10.660], [-4.366, 2.036, -11.579], [-2.523, 3.404, -10.206], [-0.008, 2.442, -10.109], [-0.663, 2.175, -8.382], [-0.416, 3.660, -9.124], [-3.210, 5.680, 7.338], [-1.917, 6.135, 8.045], [-1.903, 6.251, 9.256], [-0.847, 6.435, 7.371], [-0.715, 6.544, 5.918], [-4.025, 6.395, 7.448], [-3.514, 4.859, 7.986], [-3.075, 5.282, 6.332], [0.005, 6.571, 7.897], [-0.392, 5.593, 5.494], [-0.024, 7.355, 5.688], [-1.639, 6.891, 5.457], [-5.048, -4.748, -6.882], [-3.894, -5.238, -6.135], [-3.927, -6.209, -5.395], [-2.756, -4.578, -6.321], [-1.473, -4.900, -5.553], [-4.826, -4.731, -7.949], [-5.223, -3.724, -6.552], [-5.947, -5.357, -6.784], [-2.666, -3.859, -7.025], [-1.615, -4.751, -4.482], [-0.656, -4.281, -5.923], [-1.267, -5.953, -5.745], [-0.248, 0.298, 10.695], [-0.830, -0.447, 9.491], [-1.839, -1.140, 9.674], [-0.247, -0.403, 8.338], [1.001, 0.335, 7.976], [0.113, -0.389, 11.460], [-1.048, 0.825, 11.214], [0.523, 1.043, 10.498], [-0.455, -1.067, 7.606], [1.833, 0.056, 8.622], [0.924, 1.422, 7.959], [1.273, 0.036, 6.964], [-3.968, -8.369, 0.471], [-2.875, -9.684, 0.043], [-3.117, -6.842, 0.853], [-4.575, -8.309, -0.432], [-4.599, -8.739, 1.279], [0.453, 9.901, -0.732], [2.027, 9.349, -0.137], [0.116, 8.964, -2.199], [-0.309, 9.791, 0.039], [0.557, 10.942, -1.037], [-0.748, -0.328, 1.707], [-0.129, 0.195, 0.601], [-0.265, 1.542, 0.245], [0.509, 2.082, -0.762], [1.467, 1.309, -1.418], [1.569, -0.061, -1.097], [0.727, -0.569, -0.135], [-1.044, 2.107, 0.737], [0.240, 3.008, -1.248], [1.987, 1.661, -2.296], [2.208, -0.726, -1.659], [0.657, -1.638, 0.004], [6.996, -1.196, 4.765], [7.721, -1.398, 3.577], [8.987, -1.997, 3.661], [9.695, -2.313, 2.509], [9.237, -1.946, 1.243], [7.976, -1.262, 1.190], [7.191, -1.024, 2.320], [9.483, -2.273, 4.580], [10.520, -3.009, 2.539], [9.690, -2.075, 0.271], [7.554, -1.124, 0.206], [6.171, -0.728, 2.122], [5.374, -7.391, 0.707], [6.290, -8.476, 0.578], [6.111, -9.565, -0.232], [6.947, -10.666, -0.152], [8.065, -10.594, 0.604], [8.238, -9.533, 1.446], [7.421, -8.457, 1.403], [5.280, -9.666, -0.915], [6.696, -11.500, -0.791], [8.822, -11.354, 0.486], [9.083, -9.394, 2.104], [7.565, -7.636, 2.090]],
  "lumo_energy_ev": 0.02,
  "e_homo_ev": -9.3168,
  "mol_weight_da": 969.843,
  "energy_ha": -4653.3373,
  "smiles": "Fc1ccccc1.Fc1ccccc1.Fc1ccccc1.CNC(C)=O.CNC(C)=O.CNC(C)=O.CNC(C)=O.CNC(C)=O.CNC(C)=O.CNC(C)=O.ClCCl.ClCCl"
}


Entry 2:
{
  "formula": "C41H69BCsF4N2O4P3SSi",
  "method": "the ωB97M-V functional and the def2-TZVPD basis",
  "elements": ["Cs", "C", "C", "C", "P", "C", "C", "C", "C", "C", "C", "C", "C", "C", "Si", "C", "C", "C", "C", "C", "C", "P", "C", "C", "C", "C", "C", "C", "C", "C", "C", "C", "C", "C", "P", "C", "C", "C", "C", "C", "C", "H", "H", "H", "H", "H", "H", "H", "H", "H", "H", "H", "H", "H", "H", "H", "H", "H", "H", "H", "H", "H", "H", "H", "H", "H", "H", "H", "H", "H", "H", "H", "H", "H", "H", "H", "H", "H", "H", "H", "H", "H", "H", "H", "H", "H", "H", "H", "H", "H", "H", "H", "H", "H", "H", "O", "H", "H", "O", "H", "H", "O", "H", "H", "O", "S", "N", "F", "B", "F", "F", "F", "C", "C", "C", "C", "C", "N", "H", "H", "H", "H", "H", "H", "H", "H", "H"],
  "positions_angstrom": [[-0.179, -1.599, -0.246], [3.594, -1.876, 2.098], [3.580, -0.523, 2.818], [4.117, -0.685, 4.240], [1.874, 0.221, 2.534], [0.942, 0.240, 4.163], [0.477, -1.179, 4.501], [1.498, 0.949, 5.396], [2.214, 2.028, 2.411], [3.291, 2.601, 3.099], [3.470, 3.972, 3.148], [2.546, 4.793, 2.514], [1.506, 4.227, 1.797], [1.317, 2.840, 1.686], [0.051, 2.017, 0.408], [0.894, 2.687, -1.216], [2.213, 3.170, -1.244], [2.830, 3.579, -2.418], [2.142, 3.516, -3.622], [0.852, 3.005, -3.631], [0.228, 2.578, -2.458], [-1.411, 1.738, -2.433], [-2.494, 2.620, -3.681], [-2.219, 2.655, -5.184], [-2.727, 4.037, -3.147], [-1.024, 0.083, -3.201], [-0.032, -0.027, -4.357], [-2.333, -0.651, -3.517], [-1.468, 3.237, 0.492], [-1.422, 4.601, 0.193], [-2.525, 5.434, 0.326], [-3.730, 4.900, 0.759], [-3.822, 3.536, 1.004], [-2.721, 2.690, 0.856], [-2.852, 0.845, 0.882], [-4.698, 0.464, 0.798], [-5.246, 0.949, -0.549], [-5.690, 0.744, 1.932], [-2.384, 0.376, 2.612], [-2.842, -1.051, 2.935], [-2.705, 1.356, 3.740], [4.575, -2.357, 2.196], [3.374, -1.758, 1.037], [2.844, -2.555, 2.519], [4.244, 0.148, 2.267], [3.473, -1.339, 4.833], [4.215, 0.261, 4.777], [5.106, -1.155, 4.204], [0.062, 0.811, 3.853], [1.309, -1.780, 4.883], [0.065, -1.692, 3.628], [-0.293, -1.164, 5.280], [2.291, 0.371, 5.877], [0.694, 1.072, 6.131], [1.885, 1.942, 5.160], [4.002, 1.967, 3.620], [4.312, 4.394, 3.687], [2.653, 5.872, 2.558], [0.831, 4.893, 1.278], [2.775, 3.236, -0.317], [3.853, 3.940, -2.394], [2.615, 3.823, -4.548], [0.347, 2.894, -4.579], [-3.433, 2.069, -3.545], [-1.380, 3.307, -5.431], [-3.099, 3.061, -5.697], [-2.023, 1.668, -5.598], [-1.800, 4.617, -3.180], [-3.068, 4.022, -2.108], [-3.476, 4.561, -3.753], [-0.569, -0.442, -2.356], [-0.373, 0.507, -5.246], [0.100, -1.080, -4.628], [0.950, 0.356, -4.090], [-2.804, -0.238, -4.413], [-3.046, -0.568, -2.690], [-2.142, -1.712, -3.699], [-0.501, 5.024, -0.196], [-2.449, 6.488, 0.083], [-4.602, 5.533, 0.880], [-4.779, 3.134, 1.302], [-4.632, -0.628, 0.723], [-5.459, 2.020, -0.530], [-6.173, 0.424, -0.803], [-4.521, 0.776, -1.349], [-5.926, 1.802, 2.048], [-5.329, 0.381, 2.893], [-6.635, 0.229, 1.720], [-1.293, 0.352, 2.501], [-3.927, -1.130, 3.018], [-2.419, -1.372, 3.892], [-2.500, -1.778, 2.193], [-3.776, 1.570, 3.806], [-2.191, 2.309, 3.594], [-2.382, 0.935, 4.699], [-1.433, -4.301, -3.787], [-1.384, -4.314, -2.817], [-0.567, -3.968, -4.049], [3.354, -0.264, -1.088], [2.840, 0.528, -1.268], [3.142, -0.867, -1.811], [0.285, -4.679, 4.098], [0.972, -4.011, 4.168], [-0.167, -4.446, 3.265], [-1.179, -4.163, -0.940], [-0.949, -4.734, 0.421], [-0.867, -3.829, 1.571], [2.524, -2.204, -5.628], [2.399, -2.759, -4.349], [1.086, -3.291, -4.184], [3.336, -3.806, -4.171], [2.609, -1.764, -3.363], [4.042, -5.969, -1.945], [2.597, -5.839, -1.448], [1.605, -6.125, -2.584], [2.346, -6.777, -0.259], [2.385, -4.457, -0.980], [2.206, -3.390, -0.589], [4.202, -6.994, -2.293], [4.751, -5.761, -1.139], [4.224, -5.281, -2.767], [1.719, -7.167, -2.894], [1.798, -5.473, -3.435], [0.576, -5.965, -2.257], [2.509, -7.807, -0.583], [1.322, -6.682, 0.107], [3.027, -6.556, 0.566]],
  "lumo_energy_ev": 3.65,
  "e_homo_ev": -1.3849,
  "relative_energy_kcal_mol": 5.61,
  "mol_weight_da": 1026.797,
  "energy_ha": -4170.7138,
  "total_charge": -2
}